1.
C36H43IrN2P2S3SbSi2 | wB97M-V/def2-TZVPD

The maximum force is 0.0114 Eh/bohr. The spin multiplicity is 2. As for the relative energy (zero: lowest compared OMol25 entry of this formula, charge and spin): 0.0 kcal per mole. The calculation puts the gap between HOMO and LUMO (spin up / spin down) at 0.2624 / 0.2226 hartree.

Cartesian coordinates (Å):
Ir1 -0.13047 1.06991 0.08746
N1 -0.62167 -0.71290 -2.17206
P1 -1.49881 -0.58476 -0.73748
C1 -3.22687 -0.29879 -1.25343
C2 -3.97246 0.78994 -0.82514
C3 -5.27713 0.96750 -1.27071
C4 -5.84083 0.06247 -2.15338
C5 -5.10248 -1.03458 -2.58525
C6 -3.80872 -1.21686 -2.13164
C7 -1.70380 -2.26518 -0.09876
C8 -2.32199 -2.40037 1.14284
C9 -2.54790 -3.65978 1.67199
C10 -2.17977 -4.79077 0.95174
C11 -1.58362 -4.65862 -0.29314
C12 -1.34116 -3.39627 -0.81687
P2 0.46631 0.59216 -2.06414
C13 2.06387 -0.05134 -2.61676
C14 2.53447 0.08060 -3.92084
C15 3.73052 -0.52130 -4.28812
C16 4.45390 -1.25998 -3.36474
C17 3.98807 -1.39343 -2.06341
C18 2.80078 -0.78493 -1.69460
C19 -0.01265 1.74042 -3.37065
C20 -1.22170 1.58000 -4.04454
C21 -1.59225 2.47974 -5.03107
C22 -0.76585 3.54955 -5.34201
C23 0.42881 3.72430 -4.66079
C24 0.80888 2.82293 -3.67842
H1 -0.92469 -1.17182 -3.02034
H2 -3.53367 1.51993 -0.16180
H3 -5.84293 1.82604 -0.93325
H4 -6.85364 0.20651 -2.50648
H5 -5.53983 -1.75255 -3.26691
H6 -3.25753 -2.09718 -2.44817
H7 -2.62036 -1.51852 1.70066
H8 -3.01490 -3.76169 2.64326
H9 -2.35990 -5.77549 1.36313
H10 -1.29150 -5.53865 -0.85139
H11 -0.83636 -3.29366 -1.77041
H12 1.97257 0.64460 -4.65278
H13 4.09550 -0.41043 -5.30091
H14 5.38604 -1.72655 -3.65684
H15 4.55425 -1.95746 -1.33385
H16 2.43865 -0.85613 -0.68056
H17 -1.89633 0.77531 -3.78050
H18 -2.53600 2.35261 -5.54574
H19 -1.06324 4.25976 -6.10278
H20 1.06014 4.57657 -4.87142
H21 1.73382 2.97672 -3.13538
C25 1.32088 -2.90713 1.05126
Si1 1.97692 -1.45482 2.04415
C26 2.09015 -2.24111 3.75828
C27 3.76551 -1.14276 1.56067
C28 0.97669 0.14485 1.90945
C29 -0.32823 0.21712 2.60780
C30 -0.83558 -0.41073 3.74784
C31 -2.08228 -0.03847 4.21774
C32 -2.82115 0.93915 3.55769
C33 -2.29462 1.49466 2.40886
N2 -1.10131 1.12238 1.95715
Si2 1.90184 1.55418 2.87937
C34 2.16633 1.00764 4.67466
C35 0.82965 3.08159 3.16159
C36 3.65286 1.97495 2.33421
H22 1.99221 -3.75263 1.22850
H23 1.25783 -2.75391 -0.02595
H24 0.33285 -3.20212 1.40700
H25 2.72949 -3.12221 3.64490
H26 1.13249 -2.60162 4.13788
H27 2.54183 -1.60719 4.51857
H28 4.22671 -2.08555 1.25275
H29 4.32590 -0.77902 2.42414
H30 3.89538 -0.41882 0.75906
H31 -0.24563 -1.15268 4.26281
H32 -2.47976 -0.50213 5.11219
H33 -3.78332 1.26470 3.92601
H34 -2.80570 2.25593 1.83278
H35 1.25946 0.65184 5.16943
H36 2.48407 1.91336 5.20286
H37 2.95391 0.26824 4.81442
H38 0.31867 2.98992 4.12486
H39 0.07395 3.25679 2.39996
H40 1.46999 3.96576 3.20660
H41 4.37502 1.41030 2.92722
H42 3.80862 3.03620 2.54681
H43 3.86558 1.82269 1.28009
S1 0.59058 6.04526 -1.90239
Sb1 0.12817 4.49339 -0.34354
S2 1.67606 2.71721 -0.05787
S3 -1.53757 2.83717 -0.78345

Cartesian forces, eV/Å:
Ir 0.139 0.436 -0.369
N 0.094 -0.118 -0.181
P -0.198 -0.120 0.279
C 0.040 0.043 -0.059
C -0.044 -0.006 0.073
C -0.005 -0.004 -0.012
C 0.020 0.000 -0.006
C -0.014 0.001 -0.010
C 0.007 -0.039 0.003
C -0.033 0.043 0.038
C 0.055 0.001 0.000
C -0.015 -0.029 -0.017
C -0.022 0.013 0.024
C 0.020 0.003 -0.009
C 0.053 -0.005 0.007
P 0.163 -0.084 0.107
C 0.003 -0.015 0.073
C -0.030 -0.047 -0.043
C -0.049 0.030 -0.031
C 0.019 -0.016 0.037
C 0.026 0.004 -0.010
C 0.044 0.037 0.007
C -0.017 0.023 -0.058
C 0.033 0.008 0.002
C -0.015 -0.019 -0.004
C -0.014 0.026 -0.005
C 0.020 0.002 0.042
C 0.005 -0.016 -0.005
H 0.009 0.039 -0.022
H -0.028 -0.049 0.023
H -0.008 -0.005 0.001
H -0.004 -0.006 0.002
H -0.007 0.006 -0.002
H -0.007 0.030 0.000
H -0.006 0.009 0.012
H 0.002 0.000 -0.001
H 0.008 0.003 0.003
H -0.005 0.001 -0.001
H -0.006 -0.014 0.005
H 0.000 0.020 0.009
H -0.003 -0.003 0.000
H -0.002 0.002 0.003
H 0.002 0.003 0.005
H -0.061 -0.034 0.043
H -0.002 0.000 -0.004
H 0.003 -0.001 0.002
H 0.005 -0.004 0.000
H -0.001 0.001 -0.004
H 0.010 -0.008 -0.002
C 0.004 0.072 -0.112
Si -0.117 -0.056 -0.011
C 0.010 -0.002 0.091
C 0.072 -0.032 0.037
C -0.197 -0.187 0.065
C -0.074 0.105 -0.211
C -0.014 0.054 0.050
C 0.022 -0.019 -0.002
C -0.015 0.026 0.027
C 0.001 0.036 -0.013
N 0.163 -0.189 0.273
Si 0.100 -0.076 -0.018
C 0.031 0.021 0.043
C -0.076 -0.010 -0.057
C 0.035 0.033 0.013
H 0.028 0.012 -0.009
H -0.002 0.054 -0.015
H -0.020 -0.008 0.019
H 0.012 0.001 -0.002
H 0.012 -0.051 -0.034
H -0.054 -0.065 -0.019
H -0.017 -0.011 -0.002
H 0.004 -0.004 -0.022
H 0.037 0.014 0.019
H -0.024 0.026 -0.001
H 0.002 -0.004 -0.002
H 0.000 -0.004 -0.006
H -0.013 -0.020 -0.028
H 0.031 -0.004 -0.014
H -0.006 -0.008 0.022
H 0.013 0.058 -0.027
H -0.010 -0.002 -0.011
H 0.040 0.035 -0.010
H 0.022 -0.011 0.007
H -0.001 0.018 -0.002
H 0.012 0.007 -0.034
H -0.001 -0.012 0.018
S 0.013 0.006 -0.103
Sb -0.029 -0.041 0.173
S -0.088 0.037 0.016
S -0.095 0.057 -0.051

Löwdin atomic charge list, values in e, 5 entries: number 1, Ir, carries 0.57; number 2, N, carries -0.32; number 3, P, carries 0.79; number 4, C, carries -0.33; number 5, C, carries -0.13

2.
C36H43N4O4PPdS | wB97M-V/def2-TZVPD

The maximum force is 0.0172 Eh/bohr. As for the total charge: -2. The spin multiplicity is 1. As for the relative energy (zero: lowest compared OMol25 entry of this formula, charge and spin): 0.0 kcal per mole. The calculation puts the gap between HOMO and LUMO at 0.1526 hartree.

Cartesian coordinates (Å):
Pd1 0.53820 0.69451 -0.40729
N1 -2.31021 1.80762 1.80304
C1 -2.13064 0.35633 1.84451
C2 -2.29819 -0.26438 3.08558
C3 -2.17339 -1.68110 3.05976
C4 -1.69290 -2.31592 1.96746
C5 -1.13118 -1.49550 0.83046
N2 -1.82391 -0.21255 0.71647
C6 -1.13852 2.47879 1.40121
C7 -0.33803 3.11738 2.34362
C8 0.85903 3.70118 1.92999
C9 1.21744 3.64571 0.60603
C10 0.33218 3.01621 -0.29917
N3 -0.84678 2.48995 0.08777
H1 -2.51819 2.08953 2.75206
H2 -2.54579 0.29275 3.98200
H3 -2.48106 -2.26633 3.92587
H4 -1.61275 -3.39767 1.96009
H5 -1.30975 -2.01923 -0.13667
H6 -0.61643 3.08663 3.38970
H7 1.51237 4.17250 2.65643
H8 2.14657 4.07566 0.25523
H9 0.42725 3.19237 -1.36734
C11 -4.90599 -0.69208 -2.48043
C12 -3.57582 -0.35634 -1.84249
O1 -2.55710 -0.57135 -2.83829
P1 -1.03012 -0.04297 -2.48745
O2 -0.28278 -0.94625 -3.64810
C13 0.07527 -2.26569 -3.22611
C14 0.03902 -3.18426 -4.42747
O3 -1.03422 1.36719 -3.34356
C15 -1.61592 1.43959 -4.64017
C16 -2.85317 2.31610 -4.59905
H10 -5.71189 -0.53304 -1.75994
H11 -4.92819 -1.73669 -2.79503
H12 -5.09811 -0.06889 -3.35728
H13 -3.36988 -0.97142 -0.96728
H14 -3.53919 0.67978 -1.49215
H15 -0.60893 -2.61841 -2.44882
H16 1.07571 -2.23837 -2.78346
H17 -0.96802 -3.22600 -4.84655
H18 0.34210 -4.19382 -4.14186
H19 0.72031 -2.82155 -5.19974
H20 -1.85868 0.44247 -5.01047
H21 -0.86049 1.86356 -5.31044
H22 -3.60466 1.86567 -3.94975
H23 -3.28241 2.44002 -5.59716
H24 -2.60841 3.30152 -4.19908
O4 3.12942 -1.14980 -1.17862
S1 2.47926 0.15733 -1.44132
C17 3.79317 1.34218 -1.04298
C18 3.75240 2.67914 -1.42635
C19 4.77067 3.53188 -1.03620
C20 5.81141 3.06078 -0.24351
C21 5.83098 1.73285 0.15447
C22 4.82440 0.86406 -0.24634
C23 2.61138 0.32941 -3.23879
C24 1.91934 1.32886 -3.90973
C25 2.01032 1.40156 -5.29081
C26 2.75625 0.46215 -5.99192
C27 3.41328 -0.55399 -5.31186
C28 3.34371 -0.62528 -3.92745
H25 2.92737 3.05082 -2.01723
H26 4.74326 4.57286 -1.33714
H27 6.59800 3.73565 0.07404
H28 6.63141 1.36594 0.78616
H29 4.80428 -0.17704 0.05012
H30 1.26826 1.99525 -3.36145
H31 1.47071 2.17473 -5.82504
H32 2.80548 0.50933 -7.07389
H33 3.97873 -1.29864 -5.86046
H34 3.82908 -1.40764 -3.35849
C29 2.32221 -0.00860 2.47165
C30 2.30906 -1.48035 2.18811
C31 3.27718 -2.29354 2.73612
C32 3.26590 -3.67613 2.56170
C33 2.26093 -4.20976 1.76802
C34 1.27214 -3.43831 1.17391
C35 0.43126 -4.10479 0.11911
C36 1.21198 -2.02405 1.41409
N4 0.28682 -1.14367 0.97844
H35 3.18105 0.25669 3.09845
H36 1.39383 0.29063 2.96739
H37 2.35490 0.59265 1.55691
H38 4.05389 -1.82956 3.34201
H39 4.02206 -4.30752 3.01579
H40 2.25836 -5.27917 1.56044
H41 0.58512 -5.18823 0.14708
H42 0.74450 -3.75605 -0.86995
H43 -0.63981 -3.91985 0.18950

Cartesian forces, eV/Å:
Pd 0.530 -0.272 -0.653
N 0.054 -0.067 -0.008
C 0.004 0.040 -0.021
C 0.058 0.069 -0.021
C -0.019 -0.044 0.117
C -0.003 -0.074 -0.040
C 0.034 0.024 -0.031
N -0.144 -0.055 -0.002
C 0.003 0.105 0.063
C -0.009 -0.061 -0.037
C -0.014 -0.002 0.037
C 0.070 -0.003 -0.073
C -0.028 0.166 -0.104
N -0.125 -0.136 0.065
H -0.059 0.015 0.026
H -0.004 -0.011 0.006
H 0.001 0.015 0.004
H -0.016 -0.006 -0.045
H 0.000 0.023 0.057
H 0.001 0.003 0.002
H 0.001 0.001 -0.003
H -0.034 -0.015 0.002
H 0.030 -0.025 0.020
C -0.048 0.035 0.075
C 0.054 0.034 -0.054
O -0.005 -0.095 0.021
P 0.065 0.390 0.123
O -0.103 -0.082 -0.005
C 0.104 -0.008 0.008
C -0.004 0.012 -0.014
O -0.150 -0.092 -0.009
C 0.025 0.024 -0.039
C -0.006 -0.001 0.049
H 0.005 -0.009 -0.003
H 0.021 -0.020 -0.010
H 0.025 0.016 -0.002
H -0.010 0.003 0.011
H -0.047 -0.018 -0.016
H -0.036 -0.012 -0.007
H 0.004 -0.009 0.013
H -0.004 0.012 0.007
H 0.008 0.002 0.021
H 0.009 0.012 -0.003
H -0.013 -0.002 0.012
H -0.032 0.009 0.006
H 0.006 0.001 0.005
H 0.023 -0.020 -0.024
H 0.008 -0.006 0.005
O -0.065 -0.183 -0.039
S -0.264 0.166 0.503
C 0.077 0.086 -0.057
C 0.055 -0.189 0.062
C -0.002 0.020 0.010
C 0.047 0.047 0.025
C 0.027 -0.018 0.015
C -0.122 0.083 -0.066
C -0.012 0.125 -0.052
C 0.150 -0.116 -0.014
C 0.020 -0.002 -0.022
C -0.013 0.018 -0.066
C 0.022 -0.035 0.009
C -0.056 0.136 -0.017
H -0.060 0.000 -0.051
H 0.008 0.000 0.000
H -0.001 -0.006 -0.005
H 0.000 0.009 0.002
H 0.011 -0.018 0.019
H 0.019 0.037 0.064
H 0.017 -0.002 -0.005
H 0.003 0.002 0.003
H -0.006 0.004 -0.013
H 0.010 -0.022 0.006
C -0.004 0.033 0.026
C -0.240 -0.072 -0.091
C 0.027 0.101 -0.013
C 0.035 -0.115 0.024
C 0.043 -0.095 0.042
C -0.020 0.111 0.023
C -0.078 -0.006 -0.054
C 0.216 0.322 0.026
N -0.048 -0.345 0.207
H -0.023 -0.006 0.001
H -0.029 0.007 -0.003
H 0.018 0.008 -0.024
H 0.006 -0.024 0.001
H -0.005 -0.010 -0.017
H 0.022 0.002 0.013
H 0.017 0.006 -0.006
H -0.011 0.049 -0.049
H -0.024 0.032 0.056

Löwdin atomic charge list, values in e, 5 entries: number 1, Pd, carries 0.37; number 2, N, carries 0.08; number 3, C, carries -0.42; number 4, C, carries -0.13; number 5, C, carries -0.18

Which value of relative energy (zero: lowest compared OMol25 entry of this formula, charge and spin) does entry 2 give?
0.0 kcal per mole